No. 1
Here is a molecular structure, C45H33AsCuGeOS4Te from the OMol25 dataset. Energies are from ωB97M-V/def2-TZVPD.

Calculated values
Total charge: -2
Lowest unoccupied orbital energy (spin up / spin down): 0.14646 / 0.12779 Ha
Kohn-Sham gap (spin up / spin down): 0.1932 / 0.1731 Ha
HOMO (spin up / spin down): -1.27 / -1.23 eV
2S+1: 2
<S²>: 0.7564

```
87
C45H33AsCuGeOS4Te ωB97M-V/def2-TZVPD
Cu -0.182 0.087 -1.104
O -6.757 0.982 -2.030
C -5.560 0.816 -1.871
S -4.427 0.477 -3.176
C -2.942 0.408 -2.222
C -3.094 0.619 -0.896
S -1.826 0.629 0.299
S -4.736 0.932 -0.324
S -1.453 0.108 -3.065
Te -1.249 -2.509 0.585
C -1.711 -4.480 1.268
C -2.999 -5.018 1.181
C -3.270 -6.312 1.612
C -2.253 -7.108 2.127
C -0.964 -6.594 2.211
C -0.700 -5.294 1.795
H -3.797 -4.414 0.763
H -4.278 -6.704 1.534
H -2.462 -8.119 2.455
H -0.160 -7.205 2.607
H 0.310 -4.901 1.866
C 3.235 1.283 -5.206
C 3.075 2.002 -4.026
C 2.758 1.340 -2.847
C 2.613 -0.054 -2.795
C 2.783 -0.752 -3.993
C 3.084 -0.097 -5.184
Ge 1.913 -0.870 -1.089
C 3.555 -0.780 0.063
C 4.658 0.024 -0.237
C 5.761 0.103 0.613
C 5.787 -0.623 1.797
C 4.701 -1.428 2.122
C 3.607 -1.499 1.268
C 1.875 -2.822 -1.548
C 0.797 -3.263 -2.330
C 0.606 -4.611 -2.611
C 1.486 -5.562 -2.106
C 2.566 -5.148 -1.336
C 2.755 -3.795 -1.066
H 3.457 1.796 -6.135
H 3.171 3.083 -4.035
H 2.588 1.921 -1.943
H 2.668 -1.832 -3.996
H 3.189 -0.665 -6.103
H 4.662 0.595 -1.160
H 6.606 0.731 0.345
H 6.641 -0.558 2.463
H 4.703 -1.988 3.052
H 2.765 -2.128 1.541
H 0.080 -2.534 -2.703
H -0.247 -4.925 -3.204
H 1.325 -6.617 -2.299
H 3.260 -5.882 -0.939
H 3.609 -3.494 -0.468
C 3.929 0.771 6.388
C 2.687 0.174 6.554
C 1.831 0.022 5.467
C 2.199 0.473 4.203
C 3.455 1.058 4.046
C 4.312 1.211 5.126
As 1.078 0.232 2.584
C 0.746 2.143 2.385
C 1.561 3.065 1.750
C 1.174 4.399 1.686
C -0.032 4.798 2.250
C -0.857 3.872 2.874
C -0.474 2.538 2.943
C -1.254 1.443 3.556
C -2.528 1.557 4.100
C -3.170 0.432 4.598
C -2.546 -0.810 4.563
C -1.276 -0.932 4.013
C -0.631 0.191 3.515
H 4.597 0.887 7.233
H 2.377 -0.173 7.533
H 0.864 -0.444 5.614
H 3.774 1.387 3.062
H 5.285 1.667 4.981
H 2.486 2.746 1.282
H 1.803 5.120 1.180
H -0.338 5.836 2.190
H -1.803 4.191 3.294
H -3.037 2.514 4.106
H -4.176 0.519 4.991
H -3.059 -1.690 4.935
H -0.804 -1.904 3.941
```

=====

No. 2
Here is 10 unconnected molecules or ions with the total composition C37H99F3N9O12S from the OMol25 dataset. Energies are from ωB97M-V/def2-TZVPD.

Calculated values
Lowest unoccupied orbital energy (spin up / spin down): 0.00985 / -0.17867 Ha
Kohn-Sham gap (spin up / spin down): 0.3310 / 0.1425 Ha
HOMO (spin up / spin down): -8.74 / -8.74 eV
2S+1: 2
<S²>: 0.7552

```
161
C37H99F3N9O12S ωB97M-V/def2-TZVPD
C -0.459 -0.754 -0.734
F -1.523 -1.463 -1.180
F 0.077 -1.237 0.352
F 0.568 -0.630 -1.599
S -1.182 0.991 -0.379
O -1.957 0.845 0.867
O -0.025 1.843 -0.226
O -2.068 1.359 -1.504
C -2.664 -1.468 5.403
C -1.876 -1.177 4.120
C -1.701 -2.418 3.231
O -0.893 -3.398 3.897
C 0.509 -3.112 3.683
N -2.749 -0.247 3.423
H -3.664 -1.825 5.157
H -2.794 -0.564 5.999
H -2.180 -2.208 6.040
H -0.891 -0.774 4.352
H -1.342 -2.125 2.245
H -2.668 -2.903 3.096
H 1.086 -3.831 4.266
H 0.668 -2.057 3.905
H 0.779 -3.220 2.633
H -2.588 0.682 3.786
H -2.269 -0.099 2.547
C 3.352 0.835 5.375
C 4.207 0.062 4.362
C 3.730 -0.035 2.915
O 2.307 -0.348 2.829
C 1.485 0.771 2.485
N 5.542 0.531 4.606
H 3.317 1.913 5.215
H 3.807 0.728 6.360
H 2.317 0.535 5.538
H 4.196 -0.982 4.675
H 4.342 -0.751 2.368
H 4.007 0.927 2.483
H 1.290 1.357 3.383
H 0.491 0.441 2.181
H 1.853 1.354 1.641
H 5.720 0.240 5.556
H 6.102 -0.031 3.981
C -5.681 1.044 -2.593
C -5.756 0.304 -1.251
C -5.223 -1.143 -1.449
O -6.074 -1.870 -2.291
C -5.842 -3.285 -2.206
N -4.912 1.061 -0.339
H -6.215 1.993 -2.620
H -6.039 0.379 -3.379
H -4.664 1.374 -2.803
H -6.749 0.283 -0.803
H -5.181 -1.645 -0.482
H -4.188 -0.931 -1.716
H -6.496 -3.816 -2.898
H -5.889 -3.720 -1.208
H -4.879 -3.620 -2.592
H -3.965 0.736 -0.468
H -5.003 0.729 0.610
C -4.165 4.716 3.340
C -2.863 4.377 2.603
C -1.784 3.729 3.540
O -2.146 2.537 4.197
C -1.506 2.324 5.455
N -3.303 3.454 1.610
H -4.647 3.931 3.923
H -4.819 5.216 2.626
H -3.944 5.537 4.023
H -2.431 5.272 2.155
H -1.603 4.487 4.302
H -0.795 3.683 3.084
H -0.428 2.413 5.321
H -1.903 1.398 5.870
H -1.844 3.084 6.159
H -3.949 2.786 2.004
H -2.520 2.865 1.366
C 1.836 4.542 1.847
C 2.405 4.734 0.441
C 3.823 5.393 0.355
O 3.759 6.829 0.607
C 4.982 7.481 0.164
N 2.357 3.314 -0.176
H 2.228 3.719 2.445
H 0.764 4.343 1.842
H 1.997 5.477 2.382
H 1.699 5.305 -0.162
H 4.135 5.222 -0.675
H 4.534 4.822 0.953
H 5.838 7.069 0.699
H 4.988 8.552 0.368
H 5.137 7.389 -0.911
H 2.927 2.683 0.369
H 1.432 2.909 -0.151
C 4.987 -6.447 1.094
C 5.232 -5.637 -0.212
C 4.858 -4.176 -0.074
O 3.396 -4.039 -0.039
C 2.973 -2.619 -0.187
N 6.587 -5.873 -0.489
H 5.149 -7.516 0.956
H 3.927 -6.442 1.347
H 5.562 -6.121 1.961
H 4.702 -6.115 -1.035
H 5.339 -3.653 -0.900
H 5.249 -3.840 0.887
H 3.555 -2.047 0.536
H 1.916 -2.559 0.071
H 3.063 -2.330 -1.234
H 6.784 -6.836 -0.724
H 6.884 -5.378 -1.318
C 0.287 -5.593 1.236
C 0.184 -5.849 -0.239
C -0.259 -4.657 -1.104
O -0.315 -5.056 -2.491
C -0.320 -3.964 -3.380
N 1.581 -6.309 -0.575
H 1.126 -4.979 1.565
H 0.477 -6.472 1.851
H -0.684 -5.271 1.611
H -0.582 -6.617 -0.346
H 0.355 -3.789 -0.863
H -1.298 -4.435 -0.860
H -0.119 -4.252 -4.412
H 0.379 -3.259 -2.928
H -1.305 -3.505 -3.461
H 2.190 -5.562 -0.272
H 1.566 -6.219 -1.581
C 2.000 -1.522 -7.635
C 1.031 -1.981 -6.542
C 0.289 -0.802 -5.899
O -0.727 -1.305 -4.974
C -1.550 -0.284 -4.457
N 0.060 -2.976 -7.028
H 1.547 -0.972 -8.461
H 2.273 -2.455 -8.128
H 2.863 -0.964 -7.270
H 1.583 -2.368 -5.686
H -0.156 -0.223 -6.708
H 0.983 -0.157 -5.359
H -0.942 0.566 -4.150
H -2.069 -0.660 -3.576
H -2.296 0.085 -5.161
H -0.545 -2.478 -7.664
H -0.527 -3.176 -6.231
C -1.533 5.205 -0.991
C -2.329 4.810 -2.302
C -1.419 4.359 -3.427
O -2.189 4.070 -4.573
C -1.482 3.400 -5.562
N -3.325 3.742 -1.975
H -0.746 5.950 -1.107
H -1.005 4.313 -0.654
H -2.162 5.527 -0.160
H -2.800 5.694 -2.730
H -0.892 3.448 -3.142
H -0.671 5.132 -3.604
H -2.128 3.328 -6.437
H -1.126 2.438 -5.194
H -0.609 3.965 -5.888
H -2.775 2.952 -1.669
H -3.740 3.525 -2.870
```

=====

No. 3
Here is a molecular structure, C16H47N13O34P2S2 from the OMol25 dataset. Energies are from ωB97M-V/def2-TZVPD.

Calculated values
Lowest unoccupied orbital energy: -0.04032 Ha
Kohn-Sham gap: 0.2781 Ha
HOMO: -8.66 eV

```
114
C16H47N13O34P2S2 ωB97M-V/def2-TZVPD
O 2.139 -4.387 4.186
S 1.729 -4.336 2.845
O 1.664 -5.582 2.231
O 2.598 -3.282 2.025
C 2.023 -2.017 2.449
P 2.955 -0.512 1.863
S 2.033 0.713 0.673
C 0.571 -2.247 2.163
C -0.409 -1.342 2.830
O -0.524 -0.147 2.122
O -1.000 0.882 3.011
P 0.127 -2.909 0.422
O -1.403 -3.431 0.583
O 0.169 -1.711 -0.641
O 0.359 -3.500 2.883
H 2.220 -2.017 3.509
H 4.089 -1.013 1.220
H 3.426 0.133 3.011
H -1.365 -1.834 2.832
H -0.150 -1.204 3.859
H -1.938 0.677 3.106
H -2.042 -2.710 0.605
H -0.156 -0.865 -0.300
C -0.162 4.805 -0.791
N -0.099 3.320 -0.757
O -1.031 2.718 -0.287
O 0.897 2.798 -1.215
H -1.103 5.121 -0.357
H 0.679 5.181 -0.216
H -0.089 5.106 -1.831
C -0.634 -0.083 -3.566
N -1.455 -0.264 -4.792
O -2.016 0.706 -5.253
O -1.518 -1.376 -5.261
H -0.678 0.952 -3.274
H -1.053 -0.721 -2.797
H 0.384 -0.375 -3.802
C 0.873 4.131 3.394
N 1.509 5.459 3.181
O 1.723 6.144 4.150
O 1.765 5.769 2.042
H 0.700 4.001 4.454
H -0.062 4.122 2.843
H 1.548 3.370 3.014
C -5.892 0.288 2.005
N -4.605 0.535 2.699
O -4.635 0.963 3.821
O -3.587 0.300 2.079
H -6.696 0.554 2.677
H -5.901 0.909 1.117
H -5.925 -0.766 1.748
C 1.482 -7.013 6.061
N 1.635 -8.138 7.023
O 1.959 -7.871 8.156
O 1.423 -9.249 6.602
H 1.702 -6.087 6.574
H 2.178 -7.180 5.246
H 0.459 -7.026 5.702
C -1.108 -3.897 -7.161
N 0.087 -4.741 -7.431
O 0.015 -5.921 -7.180
O 1.056 -4.183 -7.886
H -1.890 -4.528 -6.761
H -0.818 -3.138 -6.449
H -1.409 -3.451 -8.103
C -5.588 0.770 -3.364
N -4.592 1.316 -2.403
O -3.792 0.548 -1.923
O -4.651 2.498 -2.171
H -5.413 -0.292 -3.473
H -6.574 0.966 -2.957
H -5.448 1.288 -4.306
C 4.927 2.051 -2.852
N 4.988 0.874 -1.944
O 5.290 1.070 -0.794
O 4.722 -0.202 -2.425
H 5.184 2.934 -2.283
H 5.636 1.879 -3.654
H 3.914 2.112 -3.234
C 5.331 -5.059 -0.138
N 5.679 -4.234 1.049
O 6.265 -4.766 1.961
O 5.343 -3.075 1.020
H 5.689 -6.066 0.028
H 4.251 -5.037 -0.242
H 5.811 -4.607 -0.999
C -3.015 4.341 2.127
N -4.491 4.389 2.300
O -4.978 5.379 2.785
O -5.109 3.416 1.935
H -2.596 5.269 2.492
H -2.646 3.495 2.698
H -2.816 4.213 1.069
C -2.006 2.123 -8.370
N -1.505 3.495 -8.653
O -2.248 4.264 -9.213
O -0.379 3.747 -8.297
H -3.019 2.044 -8.741
H -1.348 1.425 -8.876
H -1.973 1.977 -7.296
C 4.372 -3.526 6.032
N 4.903 -2.153 5.829
O 4.246 -1.365 5.177
O 5.967 -1.901 6.328
H 3.419 -3.610 5.532
H 5.095 -4.216 5.611
H 4.270 -3.676 7.102
C -3.052 7.191 -1.383
N -1.945 6.201 -1.280
O -2.204 5.104 -0.833
O -0.858 6.554 -1.651
H -3.959 6.731 -1.016
H -2.775 8.049 -0.782
H -3.145 7.464 -2.428
```

=====

For each record above, in turn, the calculated max |F| values are 0.77; 4.18; 8.83 eV Å⁻¹.